1.
DFT (wB97M-V/def2-TZVPD) results for C35H44AsN8O2PS2TaTe as an isolated structure in a non-equilibrium geometry.

Atoms and positions in Å:
Ta -0.46450 -0.01020 -0.88589
C 4.32859 3.46516 1.40522
N 3.60390 2.39315 0.71690
C 4.15643 1.56971 -0.22688
C 3.15530 0.74285 -0.63817
N 1.99182 1.04545 0.03010
C 2.29750 2.02982 0.85390
P 1.29302 2.65357 2.21255
C -0.28662 2.89953 1.38895
N -0.89104 2.18635 0.43929
C -2.13933 2.75242 0.29217
C -2.27451 3.80692 1.13090
N -1.09667 3.90157 1.81899
C -0.82458 4.93336 2.82559
C 0.86034 1.11966 3.10514
N -0.18926 0.36015 2.87290
C -0.17782 -0.60964 3.84230
C 0.89620 -0.43578 4.66706
N 1.55499 0.67370 4.20070
C 2.78537 1.22102 4.77116
H 4.57179 4.26264 0.70803
H 5.24862 3.07358 1.82873
H 3.71521 3.87227 2.19971
H 5.19034 1.65231 -0.53211
H 3.21375 -0.04514 -1.36716
H -2.86015 2.38755 -0.40863
H -3.09596 4.48927 1.29181
H -1.66534 4.99315 3.51064
H -0.68282 5.90028 2.34809
H 0.06562 4.68394 3.38830
H -0.94529 -1.37368 3.89478
H 1.24521 -0.99278 5.52395
H 2.66219 1.38949 5.83767
H 3.01395 2.17240 4.29884
H 3.61991 0.54215 4.61062
S -1.73037 1.47677 -2.47415
C -0.55529 2.44269 -3.33536
C -0.89805 3.67995 -3.86944
C 0.04750 4.43804 -4.54903
C -0.32257 5.73542 -5.07032
N -0.62658 6.77234 -5.46716
C 1.34892 3.94891 -4.70608
C 1.68628 2.70627 -4.18616
C 0.74243 1.95368 -3.50059
S 1.12368 0.37084 -2.88397
C 2.36132 4.72517 -5.38812
N 3.19151 5.32615 -5.91074
H -1.90547 4.05965 -3.74761
H 2.69314 2.33087 -4.31768
C -1.48234 -3.90326 -3.88732
As -0.60053 -2.21018 -3.76891
C 1.14214 -2.55331 -4.49124
C -1.62321 -1.03800 -4.86524
O -0.59774 -1.86497 -2.10769
H -1.27365 -4.33955 -4.86197
H -2.55281 -3.77539 -3.75998
H -1.09695 -4.55204 -3.10530
H 1.09007 -3.45973 -5.08779
H 1.81355 -2.69632 -3.65052
H 1.48366 -1.71569 -5.08750
H -1.84607 -1.56834 -5.79283
H -1.06589 -0.12982 -5.07129
H -2.53552 -0.79793 -4.33212
C -0.18880 -3.43416 1.02626
C 0.88224 -2.54522 0.45465
C 2.09163 -2.41237 1.35114
O 0.33396 -1.23507 0.15146
H 0.20681 -4.44569 1.15268
H -1.04022 -3.47158 0.35398
H -0.53182 -3.06114 1.99706
H 1.19075 -2.95908 -0.49899
H 1.79624 -2.06935 2.34556
H 2.80434 -1.69607 0.93580
H 2.57625 -3.38656 1.44168
C -4.38227 -5.11744 3.76676
C -3.98095 -4.04071 2.78844
C -3.69675 -2.74980 3.22222
C -3.38689 -1.72226 2.33326
C -3.13530 -0.33276 2.87146
C -3.34921 -2.02654 0.96937
Te -3.08743 -0.46038 -0.42861
C -3.61257 -3.31331 0.49829
C -3.57284 -3.65366 -0.96931
C -3.92478 -4.30311 1.42295
H -3.96078 -4.93288 4.75643
H -4.05865 -6.10404 3.42996
H -5.46948 -5.14566 3.87176
H -3.72320 -2.53250 4.28793
H -2.95029 -0.36548 3.94729
H -4.00976 0.30610 2.70608
H -2.28489 0.14785 2.38895
H -2.65670 -3.28741 -1.43187
H -4.40994 -3.18873 -1.49896
H -3.63552 -4.73394 -1.11583
H -4.13811 -5.30740 1.06494

Forces on atoms 1 to 3 (eV/Å):
0.7 0.9 -1.6
-0.1 -0.2 -0.2
0.2 0.1 0.2

E_HOMO	-9.93	eV
charge	+1
ΔE to the lowest compared entry with this formula, charge and spin	12.3	kcal per mole
HOMO-LUMO gap	6.82	eV
spin multiplicity	1

2.
DFT (wB97M-V/def2-TZVPD) results for C35H44BrO4SeV as an isolated structure.

Atoms and positions in Å:
V -0.39523 -1.73337 2.18106
C -3.13052 3.15241 -3.19561
C -3.33508 3.44832 -1.70304
C -2.46468 4.64902 -1.33133
C -4.80397 3.83408 -1.46393
C -2.98513 2.21185 -0.88020
C -1.98481 2.19206 0.07424
C -1.69202 1.02220 0.76646
Se -0.24429 1.03322 2.03666
C 1.21104 0.73077 0.79786
C 1.50732 1.69745 -0.14879
C 2.51069 1.47696 -1.07886
C 3.20534 0.27116 -0.96978
C 2.95552 -0.71028 -0.02263
C 1.89160 -0.50109 0.89971
O 1.52521 -1.37679 1.80154
C 3.82054 -1.98384 -0.08056
C 3.52460 -2.71875 -1.39848
C 5.30728 -1.59013 -0.04635
C 3.60338 -2.98216 1.06378
C 2.85562 2.46959 -2.18557
C 1.96244 3.71026 -2.13955
C 4.31670 2.92271 -2.04524
C 2.66548 1.79881 -3.55476
C -2.38685 -0.18538 0.57679
O -2.09157 -1.26040 1.25581
C -3.43480 -0.16010 -0.39402
C -3.68352 1.01295 -1.07993
C -4.24136 -1.43675 -0.65492
C -5.32236 -1.23387 -1.72096
C -4.94278 -1.87761 0.63902
C -3.30993 -2.55585 -1.14810
H -3.38296 4.03215 -3.79473
H -3.75817 2.32294 -3.52467
H -2.09106 2.88339 -3.39437
H -2.74952 5.50930 -1.94195
H -1.40588 4.44874 -1.50867
H -2.59344 4.92291 -0.28233
H -5.07497 4.71301 -2.05554
H -4.96370 4.06146 -0.40815
H -5.47526 3.01942 -1.73898
H -1.40766 3.07834 0.30121
H 0.92301 2.60756 -0.15095
H 3.99606 0.08447 -1.68903
H 3.72678 -2.08646 -2.26533
H 2.47496 -3.01628 -1.43090
H 4.14112 -3.61845 -1.47644
H 5.59019 -0.95041 -0.88334
H 5.92841 -2.48874 -0.08469
H 5.53180 -1.05622 0.87970
H 2.59958 -3.39911 1.06026
H 3.76696 -2.51554 2.03491
H 4.31771 -3.80350 0.94567
H 2.07589 4.24919 -1.19691
H 0.91076 3.44331 -2.26437
H 2.23867 4.38617 -2.95234
H 4.46843 3.41615 -1.08317
H 4.58123 3.62292 -2.84277
H 4.99986 2.07363 -2.09814
H 1.63018 1.47411 -3.67563
H 3.30725 0.92322 -3.66106
H 2.90707 2.49904 -4.35973
H -4.46998 1.01797 -1.82317
H -6.04363 -0.46793 -1.42648
H -5.86615 -2.17118 -1.85767
H -4.88765 -0.95705 -2.68431
H -5.62966 -1.09791 0.97888
H -4.21455 -2.06854 1.42449
H -5.51790 -2.79075 0.46269
H -2.82581 -2.25687 -2.08120
H -3.88863 -3.46450 -1.33705
H -2.54285 -2.77955 -0.41108
Br -1.81612 -2.52961 4.85398
C 0.07786 -2.69749 5.12501
C 0.64289 -1.92105 6.12378
C 2.00385 -2.01783 6.36249
C 2.77257 -2.90309 5.61743
C 2.18359 -3.68084 4.63845
C 0.82137 -3.58565 4.35771
C 0.28171 -4.41823 3.19510
O 0.56871 -5.60488 3.18070
O -0.36097 -3.75777 2.30611
H 0.02746 -1.24567 6.70153
H 2.45673 -1.40236 7.12894
H 3.83652 -2.98121 5.80304
H 2.76339 -4.38216 4.05280

Forces on atoms 1 to 3 (eV/Å):
0.0 0.6 0.4
0.0 0.0 0.0
-0.1 0.0 0.0

E_HOMO (alpha / beta)	-4.16 / -5.01	eV
charge	-1
ΔE to the lowest compared entry with this formula, charge and spin	0.0	kcal per mole
HOMO-LUMO gap (alpha / beta)	6.56 / 7.41	eV
spin multiplicity	4

3.
DFT (wB97M-V/def2-TZVPD) results for C35H44Cl2N3O7P2RuSb2 as an isolated structure.

Atoms and positions in Å:
Ru -0.52559 -1.21827 0.08754
C 0.25986 2.53346 -1.09523
C 0.38517 3.99385 -0.67376
C 0.53299 4.23745 0.83217
Sb -1.09664 3.37253 1.89811
C -2.39797 4.82967 2.61742
C -2.04488 6.17483 2.57216
C -2.92507 7.11937 3.08401
C -4.13602 6.71804 3.62945
C -4.48090 5.37218 3.67218
C -3.61288 4.41847 3.16370
C -0.23190 2.44367 3.59125
C -0.32722 3.13782 4.73483
C 0.05114 2.80380 6.11010
C 0.60224 1.69259 6.59644
C 1.08925 0.50528 5.83628
C 0.32965 1.05547 3.47626
Sb -1.60181 1.74867 -0.36644
C -2.76028 0.11510 0.41737
C -3.81389 -0.24172 -0.42006
C -4.53686 -1.39983 -0.16296
C -4.17833 -2.24197 0.88246
C -3.12745 -1.90026 1.71691
C -2.40960 -0.71925 1.49671
C -3.03515 2.97063 -1.26910
C -2.79479 3.51548 -2.52876
C -3.71663 4.40133 -3.06832
C -4.85706 4.74078 -2.35169
C -5.09280 4.19276 -1.09702
C -4.17965 3.30476 -0.54876
H 1.08281 1.90806 -0.75677
H 0.14501 2.41346 -2.17389
H -0.45918 4.56594 -1.06737
H 1.27334 4.39006 -1.17415
H 0.57774 5.30336 1.04875
H 1.43312 3.77292 1.23499
H -1.10158 6.49919 2.15124
H -2.66046 8.16770 3.05824
H -4.81569 7.45914 4.02788
H -5.42391 5.06682 4.10513
H -3.88363 3.36930 3.21162
H -0.81724 4.10589 4.66807
H -0.21062 3.56972 6.82935
H 0.72529 1.62298 7.67070
H 1.95044 0.09220 6.35818
H -0.44945 0.30506 3.60292
H -4.07539 0.37077 -1.27437
H -5.37586 -1.65337 -0.79741
H -4.73032 -3.15528 1.05725
H -2.86701 -2.52731 2.55978
H -1.72686 -0.38727 2.27390
H -1.91030 3.24936 -3.09867
H -3.54394 4.82839 -4.04702
H -5.56818 5.43712 -2.77534
H -5.98587 4.45747 -0.54724
H -4.37186 2.87266 0.42807
N 0.67290 -1.37306 -4.54512
C -0.64909 -1.65980 -3.83692
C -1.57442 -2.43240 -4.76953
P -0.22536 -2.58514 -2.30297
O 0.38176 -3.94230 -2.85579
O -1.41889 -2.77252 -1.41400
O 0.87759 -1.75773 -1.66731
P -1.29404 0.04823 -3.41567
O -2.82997 0.07037 -3.80521
O -0.44437 1.00021 -4.16639
O -1.32395 0.14344 -1.88016
H 0.82426 -2.00200 -5.33520
H 1.46386 -1.45225 -3.89666
H 0.63774 -0.38132 -4.85861
H -1.12901 -3.38827 -5.04969
H -1.79001 -1.87280 -5.68159
H -2.51912 -2.62890 -4.26550
H -0.17882 -4.72393 -2.75180
H -3.02343 0.38024 -4.70141
Cl -0.15878 -0.79852 5.93404
C 1.49788 0.73119 4.38828
Cl 0.91993 0.76625 1.73926
H 1.96860 -0.18366 4.02951
H 2.23546 1.53612 4.35099
N 0.65271 -2.41438 1.45953
C 1.54682 -3.15663 1.56844
N 2.54001 -3.95826 1.71771
C 3.87752 -3.48671 2.14579
C 4.91651 -4.10800 1.22819
O 4.78307 -5.51116 1.20857
C 3.54083 -5.91363 0.67546
C 2.40151 -5.42533 1.55234
H 4.03416 -3.81105 3.17578
H 3.90114 -2.39915 2.09658
H 5.91522 -3.88541 1.59896
H 4.81537 -3.70053 0.21389
H 3.54179 -7.00165 0.64873
H 3.42349 -5.53218 -0.34720
H 2.45860 -5.88187 2.54152
H 1.43012 -5.64090 1.11117

Forces on atoms 1 to 3 (eV/Å):
0.4 -0.8 -0.2
0.0 -0.1 0.0
0.0 0.0 0.0

E_HOMO (alpha / beta)	-15.77 / -15.77	eV
charge	+3
ΔE to the lowest compared entry with this formula, charge and spin	2.3	kcal per mole
HOMO-LUMO gap (alpha / beta)	7.99 / 6.92	eV
spin multiplicity	5

4.
DFT (wB97M-V/def2-TZVPD) results for C35H44FN3O6PtS5Si as an isolated structure in a non-equilibrium geometry.

Atoms and positions in Å:
Pt -0.31622 1.75878 -0.73930
O 1.45950 4.47401 5.35663
C 1.10634 3.97351 4.32539
S -0.47736 3.22236 4.07730
C -0.26166 2.75267 2.39383
C 0.96433 3.06186 1.83596
S 1.46485 2.85772 0.22269
S 2.12609 3.87020 2.87906
S -1.58711 2.04516 1.61990
C -3.74804 -4.51069 2.15592
C -2.57796 -4.61770 1.18040
N -1.82301 -3.37615 1.06681
C -2.19887 -2.48473 0.10720
C -1.56255 -1.32027 -0.17965
C -2.23076 -0.51986 -1.29635
O -3.13286 -1.08916 -1.90152
O -1.89998 0.69646 -1.52109
C -0.38282 -0.98952 0.56080
O 0.33810 -0.00083 0.39755
C 0.00052 -1.92449 1.60440
C 1.13304 -1.66329 2.37434
C 1.51526 -2.53550 3.36008
F 2.66281 -2.27336 4.03009
C 0.76594 -3.65463 3.69272
C -0.38906 -3.90140 2.94850
C -0.74327 -3.08896 1.87527
N 1.07475 -4.56343 4.74827
C 1.27725 -5.96670 4.39501
C 0.70183 -6.81808 5.55835
N 0.58196 -5.89451 6.72622
C 1.87870 -5.18630 6.94859
C 2.03512 -4.17543 5.77828
H -4.28236 -5.45967 2.20401
H -4.44153 -3.73891 1.82312
H -3.40327 -4.24322 3.15619
H -2.95225 -4.86607 0.18906
H -1.89916 -5.41795 1.47656
H -3.07025 -2.74616 -0.47936
H 1.72170 -0.77773 2.17197
H -1.02467 -4.72176 3.25330
H 2.34081 -6.19060 4.25254
H 0.76826 -6.19590 3.46489
H 1.34938 -7.64980 5.82498
H -0.29239 -7.19699 5.32781
H 0.20879 -6.34290 7.55773
H -0.04315 -5.15352 6.37026
H 2.67530 -5.92672 6.95653
H 1.85918 -4.68435 7.91246
H 3.06928 -4.19088 5.42547
H 1.81251 -3.16305 6.10581
O 6.36454 -1.43019 -6.22961
C 5.37002 -0.55149 -6.50699
O 5.36641 0.01605 -7.56494
C 4.33344 -0.36645 -5.45843
C 4.52843 -0.68700 -4.11404
C 3.51132 -0.50611 -3.19606
C 2.25488 -0.03252 -3.59623
S 0.92251 -0.01314 -2.46937
C 2.07425 0.31790 -4.94290
C 3.10095 0.15800 -5.85113
H 6.20861 -1.85901 -5.38321
H 5.48714 -1.05395 -3.75927
H 3.66519 -0.74163 -2.15134
H 1.11108 0.69101 -5.26003
H 2.97193 0.41378 -6.89484
C 0.81946 4.38553 -2.66695
Si -0.86016 3.71546 -2.03984
C -1.87905 3.31958 -3.66187
C -1.20481 2.15878 -4.39281
C -3.33594 2.94836 -3.37051
C -1.86004 4.52946 -4.60935
C -1.66986 5.15311 -0.98986
C -2.99554 4.73928 -0.34382
C -1.93853 6.35739 -1.90276
C -0.70745 5.58978 0.11979
H 0.68899 5.24033 -3.33575
H 1.36181 3.60897 -3.21128
H 1.45824 4.70458 -1.84344
H -1.19022 1.26133 -3.78257
H -0.17796 2.41739 -4.66312
H -1.75671 1.92927 -5.31274
H -3.39549 2.07035 -2.72900
H -3.85264 2.71508 -4.30912
H -3.87290 3.77163 -2.89423
H -0.84941 4.90870 -4.77214
H -2.47756 5.34787 -4.24044
H -2.26169 4.22450 -5.58189
H -3.74544 4.47524 -1.09030
H -3.38950 5.56871 0.25568
H -2.86858 3.87992 0.31277
H -2.76333 6.15361 -2.58572
H -1.05866 6.63599 -2.48802
H -2.22172 7.22444 -1.29518
H -0.67963 4.84454 0.91384
H -1.04872 6.53436 0.55786
H 0.31129 5.73963 -0.24382

Forces on atoms 1 to 3 (eV/Å):
-0.2 0.1 0.4
0.0 0.0 0.2
0.0 -0.1 -0.3

E_HOMO (alpha / beta)	-5.96 / -5.96	eV
charge	0
ΔE to the lowest compared entry with this formula, charge and spin	78.8	kcal per mole
HOMO-LUMO gap (alpha / beta)	4.00 / 4.00	eV
spin multiplicity	1

5.
DFT (wB97M-V/def2-TZVPD) results for a 2-piece molecular cluster, C35H44N3O overall in a non-equilibrium geometry.

Atoms and positions in Å:
C 4.23820 -3.47689 -2.19445
N 3.30401 -2.97601 -1.21780
C 2.55440 -1.75010 -1.31634
C 1.68132 -1.63411 -2.60530
C 0.86451 -2.91820 -2.77792
C 2.60918 -1.34047 -3.77550
C 0.77104 -0.46125 -2.34352
N 1.76874 -1.74945 -0.10356
C 2.25922 -2.73932 0.83472
C 1.20151 -3.63364 1.45681
C 0.38817 -2.93612 2.51024
C 0.95934 -2.67693 3.75762
C 0.19643 -2.04012 4.73775
C -1.12914 -1.69178 4.45985
C -1.67535 -1.89409 3.19077
C -0.92823 -2.56553 2.22366
C 3.15783 -3.61487 -0.01999
O 3.63000 -4.70692 0.28717
H 4.88133 -4.21260 -1.70246
H 3.71856 -3.99744 -3.00860
H 4.83262 -2.65797 -2.61722
H 3.24829 -0.88521 -1.29322
H 0.30502 -3.15974 -1.86086
H 0.13595 -2.78519 -3.58753
H 1.49791 -3.77708 -3.03757
H 3.31384 -0.54149 -3.50163
H 3.18049 -2.22301 -4.08140
H 2.03485 -0.99989 -4.64323
H 1.34242 0.45384 -2.14705
H 0.09279 -0.26195 -3.17997
H 0.14853 -0.66003 -1.46923
H 1.55185 -0.83749 0.29157
H 2.86952 -2.26361 1.62668
H 0.55001 -4.02296 0.66304
H 1.73577 -4.49561 1.88586
H 1.99980 -2.97197 3.93653
H 0.64308 -1.81970 5.70907
H -1.74101 -1.24511 5.24079
H -2.68106 -1.54540 2.94584
H -1.33212 -2.79867 1.23195
C -1.35291 4.96331 -0.70918
C -0.88634 4.15368 -1.92221
C -1.45779 4.79230 -3.19826
C 0.63570 4.18392 -1.95965
C -1.37605 2.71930 -1.76747
N -2.52383 2.34619 -2.36736
C -2.90315 1.06655 -1.99496
C -1.95389 0.59982 -1.07375
C -2.19144 -0.60477 -0.40513
C -3.37094 -1.30555 -0.68132
C -4.32187 -0.79905 -1.58169
C -4.10445 0.42309 -2.23144
C -0.93679 1.63859 -0.92864
C 0.14631 1.49045 -0.00159
C -0.11814 1.49261 1.40298
C -1.44435 1.68307 1.89024
C -1.71973 1.74886 3.23870
C -0.69344 1.68943 4.18270
C -1.01421 1.75220 5.63499
C 0.61450 1.49302 3.73452
C 0.91327 1.38379 2.38423
H -0.96834 4.54006 0.22733
H -0.99090 5.99521 -0.80700
H -2.44535 5.00028 -0.63321
H -1.22270 4.21631 -4.10162
H -2.54207 4.95654 -3.14593
H -1.00392 5.78359 -3.32289
H 1.01136 3.57186 -2.78688
H 0.95500 5.22452 -2.11250
H 1.06038 3.80790 -1.02158
H -3.07174 2.90883 -3.01293
H -1.48208 -0.95456 0.34715
H -3.56446 -2.25114 -0.16726
H -5.23287 -1.36993 -1.74266
H -4.84879 0.88477 -2.87614
H 1.16161 1.64454 -0.35227
H -2.26710 1.79827 1.17903
H -2.74614 1.88047 3.58568
H -0.11951 2.00232 6.20719
H -1.78263 2.49883 5.86707
H -1.38692 0.78435 5.99577
H 1.42215 1.44826 4.46793
H 1.94496 1.23199 2.05441

Forces on atoms 1 to 3 (eV/Å):
0.1 -0.2 -0.4
0.2 -0.5 0.7
0.3 0.5 -0.2

E_HOMO	-10.93	eV
charge	+1
ΔE to the lowest compared entry with this formula, charge and spin	0.0	kcal per mole
HOMO-LUMO gap	5.51	eV
spin multiplicity	1

no.,calculated total energy (Eh)
1,-5647.08392
2,-7580.69820
3,-4228.72531
4,-4475.42264
5,-1599.38231